The following is a quantum chemistry calculation of a cluster of 2 separate species, C4H12OS2 in total at a distorted geometry, from the Open Molecules 2025 dataset.

Atoms and positions in Å:
C  2.300  1.355  2.726
C  2.836  0.749  1.450
S  2.168  1.475  -0.086
S  0.322  0.528  -0.183
C  0.653  -0.839  -1.364
C  -0.373  -0.781  -2.507
H  2.545  0.713  3.574
H  1.220  1.427  2.746
H  2.749  2.311  2.974
H  2.532  -0.285  1.423
H  3.924  0.833  1.387
H  1.645  -0.642  -1.764
H  0.610  -1.838  -0.934
H  -0.020  -1.455  -3.297
H  -0.463  0.202  -2.970
H  -1.362  -1.083  -2.203
H  -7.634  -0.331  -0.148
H  -6.711  -1.361  -0.844
O  -6.942  -0.979  0.019

Computed properties:
**Orbital gap**: 9.53 eV
**HOMO**: -8.8 eV
**Lowest unoccupied orbital energy**: 0.70 eV
**SMILES**: CCSSCC.O
**Energy above the lowest of the compared OMol25 structures with the same formula, charge and spin**: 5.5 kcal per mole
**DFT total energy**: -1031.20902 Eh
**M**: 140.27 g mol⁻¹



The following is a quantum chemistry calculation of a cluster of 6 separate species, C18H42N6O6 in total at a distorted geometry, from the Open Molecules 2025 dataset.

Atoms and positions in Å:
C  5.136  -3.393  -0.784
C  4.301  -2.275  -1.191
O  3.154  -2.002  -0.592
N  4.674  -1.558  -2.237
C  3.999  -0.463  -2.907
H  5.402  -3.928  -1.702
H  4.431  -3.876  -0.103
H  6.028  -3.006  -0.329
H  5.549  -2.028  -2.554
H  3.566  0.183  -2.150
H  3.306  -0.579  -3.797
H  4.787  0.090  -3.412
C  0.370  -1.888  1.381
C  -0.258  -1.381  0.149
O  -1.401  -0.923  -0.037
N  0.583  -1.439  -0.944
C  0.190  -1.137  -2.314
H  -0.069  -1.124  1.904
H  1.477  -1.948  1.138
H  0.010  -2.879  1.554
H  1.402  -1.906  -0.819
H  1.073  -0.708  -2.771
H  -0.598  -0.252  -2.299
H  -0.057  -2.004  -2.900
C  4.720  -2.108  2.665
C  4.248  -0.793  3.262
O  4.815  -0.262  4.250
N  3.004  -0.359  2.897
C  2.402  0.771  3.288
H  5.585  -2.493  3.217
H  5.038  -1.887  1.653
H  4.092  -2.891  2.891
H  2.603  -1.011  2.250
H  1.298  0.670  3.359
H  2.645  1.553  2.510
H  2.701  0.813  4.351
C  1.283  1.650  0.092
C  0.279  2.335  1.066
O  0.601  3.129  1.928
N  -1.001  1.915  1.065
C  -2.169  2.128  1.873
H  0.991  1.607  -0.846
H  1.381  0.648  0.453
H  2.145  2.332  0.189
H  -1.364  1.169  0.383
H  -2.621  1.242  1.957
H  -2.866  3.043  1.293
H  -1.750  2.467  2.861
C  -3.489  -2.452  1.894
C  -4.495  -2.399  0.689
O  -5.701  -2.753  0.880
N  -4.111  -1.671  -0.423
C  -5.063  -1.469  -1.518
H  -4.098  -2.763  2.811
H  -3.292  -1.400  2.140
H  -2.614  -3.311  1.612
H  -3.091  -1.358  -0.524
H  -5.958  -0.963  -1.148
H  -5.699  -2.224  -1.706
H  -4.680  -0.923  -2.347
C  -2.580  2.384  -1.952
C  -2.870  3.961  -1.978
O  -1.945  4.844  -1.802
N  -4.153  4.298  -1.982
C  -4.691  5.652  -1.947
H  -1.554  2.157  -2.017
H  -3.183  1.919  -2.551
H  -2.876  1.855  -0.994
H  -4.704  3.568  -2.217
H  -4.810  6.084  -3.151
H  -3.872  6.178  -1.749
H  -5.585  5.563  -1.227

Computed properties:
**Orbital gap**: 8.95 eV
**HOMO**: -9.0 eV
**Lowest unoccupied orbital energy**: -0.03 eV
**SMILES**: CNC(C)=O.CNC(C)=O.CNC(C)=O.CNC(C)=O.CNC(C)=O.CNC(C)=O
**Energy above the lowest of the compared OMol25 structures with the same formula, charge and spin**: 181.4 kcal per mole
**DFT total energy**: -1490.83945 Eh
**M**: 438.57 g mol⁻¹



The following is a quantum chemistry calculation of a structure of composition C42H56BLaN10O6S2 at a distorted geometry, from the Open Molecules 2025 dataset.

Atoms and positions in Å:
La  0.094  -0.184  -0.067
C  3.931  -0.529  -0.492
C  4.204  -0.884  0.961
C  4.548  -2.377  1.086
C  3.170  -0.496  1.986
C  3.607  -0.110  3.254
C  2.471  0.139  3.992
C  2.608  0.769  5.350
C  2.138  -0.077  6.534
C  2.012  2.174  5.310
N  1.402  -0.106  3.193
N  1.835  -0.484  1.963
B  -0.105  -0.085  3.640
N  -0.910  -1.329  3.131
N  -1.004  -1.639  1.813
C  -1.735  -2.744  1.696
C  -2.105  -3.175  2.970
C  -1.593  -2.254  3.857
C  -2.031  -2.355  5.292
C  -3.198  -1.380  5.515
C  -0.937  -2.299  6.354
C  -2.234  -3.490  0.489
C  -1.614  -3.149  -0.855
C  -3.758  -3.313  0.414
N  -0.791  1.244  3.202
N  -0.811  1.590  1.887
C  -1.532  2.704  1.768
C  -1.995  3.079  3.029
C  -1.490  2.158  3.929
C  -1.788  2.403  5.398
C  -1.328  3.826  5.764
C  -1.269  1.486  6.500
C  -1.761  3.624  0.598
C  -0.658  4.692  0.614
C  -1.848  2.992  -0.781
H  4.714  -0.949  -1.122
H  2.979  -0.921  -0.834
H  3.934  0.549  -0.621
H  5.101  -0.326  1.268
H  3.829  -2.975  0.535
H  5.533  -2.566  0.658
H  4.562  -2.694  2.130
H  4.625  -0.012  3.584
H  3.692  0.881  5.489
H  1.063  -0.192  6.550
H  2.589  -1.066  6.475
H  2.447  0.390  7.470
H  1.000  2.139  4.929
H  2.025  2.632  6.298
H  2.598  2.791  4.633
H  -0.099  -0.131  4.812
H  -2.701  -4.032  3.219
H  -2.455  -3.365  5.370
H  -2.990  -0.411  5.075
H  -4.089  -1.775  5.030
H  -3.405  -1.258  6.576
H  -0.566  -1.298  6.514
H  -1.323  -2.670  7.302
H  -0.105  -2.929  6.048
H  -2.029  -4.553  0.693
H  -1.703  -2.088  -1.072
H  -0.568  -3.425  -0.883
H  -2.136  -3.708  -1.632
H  -4.003  -2.306  0.097
H  -4.182  -4.005  -0.310
H  -4.234  -3.494  1.375
H  -2.629  3.916  3.247
H  -2.886  2.384  5.464
H  -0.246  3.903  5.687
H  -1.764  4.572  5.108
H  -1.615  4.054  6.791
H  -0.195  1.582  6.624
H  -1.736  1.778  7.442
H  -1.523  0.456  6.305
H  -2.720  4.123  0.801
H  0.290  4.238  0.341
H  -0.893  5.479  -0.100
H  -0.550  5.134  1.603
H  -0.963  2.389  -0.992
H  -2.732  2.369  -0.867
H  -1.926  3.778  -1.531
N  1.115  -3.372  1.047
N  1.574  -3.919  -0.162
C  1.774  -3.080  -1.305
O  2.432  -3.591  -2.202
O  1.235  -1.948  -1.258
H  1.861  -3.143  1.704
H  0.465  -4.019  1.488
H  2.190  -4.727  -0.131
S  1.782  2.332  -0.167
C  2.149  1.918  -1.757
N  1.837  0.779  -2.288
C  2.386  0.595  -3.520
C  2.320  -0.568  -4.283
C  2.985  -0.614  -5.491
C  3.713  0.476  -5.958
C  3.790  1.646  -5.222
C  3.137  1.692  -4.005
S  3.144  2.966  -2.806
H  1.779  -1.412  -3.890
H  2.949  -1.513  -6.091
H  4.251  0.399  -6.892
H  4.368  2.490  -5.571
O  -7.711  -0.213  0.697
C  -7.086  0.214  -0.284
O  -7.508  0.706  -1.336
C  -5.528  0.127  -0.154
C  -4.930  0.121  1.101
C  -3.552  0.079  1.197
N  -2.738  0.009  0.145
C  -3.306  0.005  -1.071
C  -4.682  0.064  -1.255
C  -2.337  -0.015  -2.261
O  -2.789  -0.184  -3.386
O  -1.114  0.172  -1.961
H  -5.549  0.158  1.986
H  -3.079  0.088  2.173
H  -5.097  0.072  -2.250

Computed properties:
**Orbital gap**: 6.72 eV
**HOMO**: -3.1 eV
**Lowest unoccupied orbital energy**: 3.64 eV
**Energy above the lowest of the compared OMol25 structures with the same formula, charge and spin**: 18.4 kcal per mole
**Charge**: -2
**DFT total energy**: -3486.32423 Eh
**M**: 1010.83 g mol⁻¹



The following is a quantum chemistry calculation of a cluster of 7 separate species, C18H55N8O7 in total at a distorted geometry, from the Open Molecules 2025 dataset.

Atoms and positions in Å:
O  0.251  0.633  0.069
H  -0.209  0.199  -0.653
H  1.167  0.882  -0.073
H  -0.205  1.392  0.438
C  0.335  3.664  -2.908
O  0.349  4.505  -2.048
N  0.814  2.465  -2.689
N  0.167  3.908  -4.165
H  1.356  2.380  -1.840
H  0.847  1.799  -3.448
H  0.082  4.851  -4.517
H  0.298  3.130  -4.795
C  3.319  2.447  0.256
O  2.408  1.960  -0.416
N  3.424  3.703  0.548
N  4.263  1.835  0.864
H  2.655  4.332  0.367
H  4.129  4.078  1.167
H  4.158  0.864  1.120
H  4.986  2.428  1.244
C  -0.315  4.801  2.323
C  -0.567  3.319  2.120
C  -1.876  2.772  2.736
O  -1.932  1.381  2.462
C  -2.964  0.618  3.056
N  -0.546  3.058  0.658
H  -1.123  5.446  1.976
H  0.665  5.185  2.040
H  -0.448  5.015  3.383
H  0.330  2.824  2.494
H  -2.756  3.273  2.333
H  -1.919  3.024  3.796
H  -3.062  -0.397  2.672
H  -3.939  1.047  2.825
H  -2.871  0.475  4.133
H  0.189  3.644  0.290
H  -1.386  3.588  0.473
C  1.005  -2.193  3.006
C  0.710  -0.685  3.296
C  1.005  -0.206  4.709
O  0.990  1.218  4.787
C  0.480  1.641  6.047
N  1.543  0.174  2.475
H  0.488  -2.767  3.775
H  2.048  -2.454  2.825
H  0.534  -2.580  2.102
H  -0.352  -0.600  3.067
H  2.029  -0.461  4.983
H  0.319  -0.710  5.389
H  -0.489  1.313  6.424
H  0.491  2.730  6.009
H  1.191  1.484  6.858
H  1.321  0.957  3.073
H  2.508  -0.010  2.707
C  0.832  -5.834  -4.941
C  0.996  -4.518  -4.089
C  0.459  -4.474  -2.644
O  0.980  -3.269  -1.968
C  0.652  -3.173  -0.545
N  2.412  -4.200  -4.099
H  1.338  -6.710  -4.535
H  1.341  -5.665  -5.890
H  -0.226  -5.921  -5.188
H  0.675  -3.668  -4.690
H  0.936  -5.251  -2.047
H  -0.627  -4.566  -2.623
H  0.861  -2.167  -0.181
H  1.171  -3.854  0.130
H  -0.385  -3.358  -0.265
H  2.981  -4.988  -3.823
H  2.453  -3.688  -3.230
C  -2.962  -0.080  -0.668
C  -2.226  -1.219  -1.213
C  -3.064  -2.144  -2.145
O  -3.507  -1.516  -3.350
C  -2.738  -1.916  -4.446
N  -1.010  -0.799  -1.901
H  -2.277  0.679  -0.289
H  -3.698  -0.348  0.091
H  -3.496  0.529  -1.398
H  -2.023  -1.884  -0.374
H  -3.942  -2.394  -1.549
H  -2.493  -3.050  -2.345
H  -1.653  -2.006  -4.386
H  -2.854  -1.203  -5.262
H  -3.039  -2.872  -4.872
H  -0.518  -1.559  -2.348
H  -1.242  -0.290  -2.742

Computed properties:
**Orbital gap (spin up / spin down)**: 9.08 / 2.62 eV
**HOMO (spin up / spin down)**: -13.9 / -13.8 eV
**Lowest unoccupied orbital energy (spin up / spin down)**: -4.77 / -11.23 eV
**Charge**: +2
**DFT total energy**: -1682.80465 Eh
**M**: 495.69 g mol⁻¹
**Spin multiplicity**: 2



The following is a quantum chemistry calculation of a cluster of 2 separate species, C5H9BrO in total at a distorted geometry, from the Open Molecules 2025 dataset.

Atoms and positions in Å:
C  0.905  -1.063  -0.829
C  0.730  0.380  -0.670
C  -0.298  -1.933  -0.320
C  1.343  1.617  -0.193
C  -2.356  1.498  -0.689
O  0.561  -0.090  -1.911
Br  -3.380  -0.001  0.136
H  1.916  -1.445  -0.796
H  -0.234  -2.534  0.547
H  -0.543  -2.654  -1.155
H  -1.052  -1.133  -0.426
H  2.387  1.489  -0.321
H  1.229  1.681  0.900
H  1.007  2.497  -0.627
H  -1.267  1.225  -0.493
H  -2.600  1.486  -1.717

Computed properties:
**Orbital gap (spin up / spin down)**: 6.35 / 9.85 eV
**HOMO (spin up / spin down)**: -7.2 / -9.2 eV
**Lowest unoccupied orbital energy (spin up / spin down)**: -0.85 / 0.62 eV
**Energy above the lowest of the compared OMol25 structures with the same formula, charge and spin**: 104.5 kcal per mole
**DFT total energy**: -2844.93978 Eh
**M**: 165.03 g mol⁻¹